This record from OMol25 describes a structure of composition C39H59F3GaO3. The level of theory is wB97M-V/def2-TZVPD.

Geometry as XYZ:
```
105
Properties=species:S:1:pos:R:3
H -1.987 0.023 9.470
H -1.556 -3.264 3.283
H -1.515 -0.639 2.224
F 1.760 2.598 -14.432
C 4.135 -1.275 -0.710
H -2.744 4.155 10.545
C -0.258 -3.832 5.569
H -2.391 -2.728 0.381
C -0.406 -1.877 0.177
C 2.722 -2.358 1.208
C 3.561 2.402 -5.662
H 1.433 2.442 -5.883
F 2.903 5.019 -8.256
H -5.023 0.855 4.079
C -0.719 -2.344 10.070
C 2.454 3.461 -11.482
O -3.363 2.290 9.873
H -3.934 -0.367 11.788
H -0.211 -2.861 5.076
H 5.171 3.895 -8.773
C 4.381 1.790 -3.473
C -3.660 1.615 11.088
H -2.342 -1.208 -0.479
C -2.370 -0.970 1.642
C 0.550 2.968 -14.904
H -1.627 -4.162 9.349
H 2.886 1.368 -1.998
H -1.346 -2.659 7.044
H 0.695 4.915 -14.039
C -0.889 -3.650 6.959
H -2.792 -2.250 9.590
H 3.357 -1.718 1.822
H -0.088 -2.261 10.956
C -1.925 -1.743 0.383
H 5.223 1.603 -2.819
H 1.204 4.627 -10.160
H 0.998 1.788 -3.536
C -3.325 0.199 1.367
H -4.367 -0.121 10.084
O 2.977 -0.408 -0.371
H 0.516 -1.306 3.002
C -1.913 3.720 -15.859
H -2.884 4.017 -16.234
C -1.024 -4.793 4.642
H -2.015 1.749 -16.699
H -0.257 -2.685 -0.549
H -3.567 -0.141 4.087
H 0.222 1.078 -15.842
C -2.254 -0.371 10.450
H 4.287 -1.371 -1.780
H 3.774 2.692 -6.683
H 1.691 3.345 -12.236
H -2.018 -4.988 5.053
H -2.950 1.893 11.871
H -0.505 -5.757 4.622
H 5.659 2.594 -10.832
C 3.167 4.321 -9.378
H -2.943 -1.651 2.277
C 0.089 4.238 -14.625
H -1.829 -4.887 2.661
H 0.817 -2.990 8.075
C 2.175 4.180 -10.328
H -1.482 2.917 10.492
H -4.658 1.935 11.404
C -3.636 0.118 10.856
H -3.750 0.110 0.370
C 2.827 -1.786 -0.198
H 4.882 -0.849 -0.059
O -4.449 0.229 2.241
C 2.014 1.896 -3.890
C 0.091 -3.803 8.119
H -3.493 1.546 3.529
H -2.782 1.147 1.452
C 4.597 2.160 -4.785
H -0.316 -1.646 9.333
C -1.155 4.613 -15.113
H 3.913 2.328 -12.568
H 2.218 -2.262 -0.962
H 1.016 -4.568 3.178
C 4.683 3.041 -10.695
H 3.121 -3.373 1.139
H 0.634 -4.744 8.019
H -0.062 -4.407 10.169
C -2.143 -1.894 10.393
C 0.243 -4.235 2.479
H -0.009 -0.968 -0.283
C 2.258 2.263 -5.206
C -4.105 0.637 3.538
H 0.773 -4.165 5.690
C -1.425 2.448 -16.122
H -1.701 -4.367 7.102
C -1.119 -4.265 3.213
C 3.074 1.662 -3.023
H -1.515 0.001 11.166
H -1.532 5.606 -14.909
C -0.181 2.062 -15.646
H -2.476 -2.314 11.344
H 0.213 -4.972 1.673
H -2.122 3.606 8.982
C -0.620 -3.770 9.485
C -2.379 3.286 9.987
Ga 0.748 -2.376 1.802
C 4.419 3.764 -9.541
F 5.870 2.292 -5.231
C 3.705 2.890 -11.668
```

Charge ... -1
Frontier orbital gap ... 6.32 eV
HOMO level ... -4.6 eV
DFT total energy ... -3971.4436 Eh

This record from OMol25 describes the molecule C3H5N3. The level of theory is wB97M-V/def2-TZVPD.

Geometry as XYZ:
```
11
Properties=species:S:1:pos:R:3
H 1.131 -2.246 0.432
C 0.015 1.853 -1.054
N -0.099 2.994 -0.901
N -1.448 0.440 0.064
C 0.467 -1.412 0.661
C -0.284 0.567 -0.444
H 0.589 -1.108 1.709
N 0.720 -0.326 -0.262
H 1.669 -0.041 -0.449
H -2.060 1.182 -0.264
H -0.571 -1.715 0.523
```

Frontier orbital gap ... 10.15 eV
SMILES ... [H]/N=C(\C#N)NC
Energy relative to the best compared isomer or geometry (same formula, charge and spin) ... 29.7 kcal per mole
HOMO level ... -9.7 eV
DFT total energy ... -281.5428 Eh

This record from OMol25 describes the molecule C3H7IN2. The level of theory is wB97M-V/def2-TZVPD.

Geometry as XYZ:
```
13
Properties=species:S:1:pos:R:3
I -2.059 -1.071 1.703
H 0.765 0.193 3.204
N 0.709 0.209 1.043
C 0.154 -0.110 -1.879
H 2.264 0.792 2.260
C -0.954 0.065 -0.873
H 0.503 -1.151 -1.888
N -0.285 -0.497 0.639
C 1.200 0.430 2.175
H -1.625 -0.669 -1.156
H -0.217 0.167 -2.842
H 0.974 0.552 -1.766
H -1.428 1.090 -0.618
```

Frontier orbital gap ... 8.29 eV
SMILES ... C=NN(I)CC
Energy relative to the best compared isomer or geometry (same formula, charge and spin) ... 75.8 kcal per mole
HOMO level ... -8.5 eV
DFT total energy ... -525.5903 Eh

This record from OMol25 describes the molecule BrF2NS. The level of theory is wB97M-V/def2-TZVPD.

Geometry as XYZ:
```
5
Properties=species:S:1:pos:R:3
Br 0.857 1.587 -1.472
S -0.141 0.178 0.636
F 0.878 -1.072 0.999
N -0.257 0.197 -0.919
F -1.337 -0.890 0.756
```

Frontier orbital gap ... 9.46 eV
Energy relative to the best compared isomer or geometry (same formula, charge and spin) ... 3.6 kcal per mole
HOMO level ... -10.1 eV
DFT total energy ... -3226.6011 Eh

This record from OMol25 describes a cluster of 9 separate species, C46H73F2N2O22 in total. The level of theory is wB97M-V/def2-TZVPD.

Geometry as XYZ:
```
145
Properties=species:S:1:pos:R:3
H 6.695 0.642 -0.132
C -8.490 -2.563 -3.801
C 3.778 -1.111 -5.608
H -9.043 -0.579 -4.332
H 5.394 2.104 -1.728
H -1.586 -3.962 5.761
C -0.515 5.986 7.845
O 3.661 -1.697 -9.134
C 0.803 -0.587 0.775
H -4.906 -3.069 -2.858
H -3.331 -3.734 3.203
H 4.278 -2.194 -3.809
H 2.946 2.657 -9.556
C 5.161 -1.312 3.155
C -1.388 3.915 8.870
C 2.594 4.476 -8.423
O 5.829 -0.041 5.150
C -2.592 -1.476 3.415
O 4.586 0.953 3.573
H -7.517 -4.201 -6.479
H 7.264 4.273 -3.756
H -3.635 -1.134 2.951
H -3.621 -2.884 4.926
C 6.908 1.713 -0.202
O -8.300 -2.706 -2.595
C 7.718 -1.572 5.261
H -3.676 3.498 4.969
H 5.556 -2.197 -5.046
C -4.479 3.385 5.703
H -7.541 -2.166 -7.897
O -0.663 -4.582 -2.149
H -6.422 4.183 6.201
H -4.478 2.679 3.249
H 6.450 -0.947 6.868
H 1.276 5.104 7.112
H 2.598 4.087 -10.546
H 8.405 -0.724 5.350
H 4.149 -0.157 -5.219
H -9.065 -3.399 -6.309
H 5.643 -2.040 5.761
H -1.702 3.555 7.886
H 3.628 4.828 -8.365
O -5.280 -0.007 4.901
C -0.154 -3.207 0.133
C -4.755 -2.995 -1.777
C -1.311 -3.034 1.312
H 8.372 3.653 -2.502
H 7.175 2.084 0.794
C -0.199 1.058 2.527
H -5.327 5.351 5.425
C -9.498 -1.573 -4.302
H -1.013 -4.362 3.924
H 2.840 -4.023 -0.652
O 2.122 -1.497 -2.436
H -6.126 4.086 4.472
C 3.845 -2.628 0.487
H -2.239 3.760 9.541
H -0.189 4.203 6.635
N 3.266 -3.073 -0.872
H -9.910 -1.820 -5.278
C 2.350 3.572 -9.614
O -0.863 1.763 3.445
H -7.275 -2.722 -0.238
H 3.073 -3.899 -7.432
H -3.681 -2.933 -1.574
C 4.474 -2.245 -4.883
C -0.131 -4.617 -0.754
H 1.969 5.370 -8.517
H -0.401 2.094 9.481
F -2.169 -0.671 4.583
H 0.168 5.724 5.858
H -6.430 -4.302 -1.269
H -6.316 -2.030 -6.614
C 2.982 2.993 -6.485
C -1.461 -1.653 2.242
O -0.494 7.215 7.823
C 2.522 -2.956 -7.476
C -5.652 4.307 5.432
H 1.705 -3.049 -8.200
C -0.396 -0.450 1.918
C -5.855 -3.465 1.239
H -4.045 3.635 6.676
H 4.980 2.311 -6.327
C -5.084 1.781 3.351
N 0.968 1.649 1.760
H -7.831 -1.153 -6.470
C 2.114 -2.142 -1.252
C 5.708 2.463 -0.743
H 1.300 3.262 -9.651
O -5.098 -4.139 0.344
O -7.732 -3.236 -4.696
C 0.922 -1.969 -0.110
O 6.602 5.764 -1.790
H 0.693 3.300 8.779
C 4.232 2.456 -7.114
H 4.143 -3.221 -5.249
C -6.863 -2.475 0.738
H -4.658 1.047 2.658
H -4.882 -5.104 -1.439
H 6.907 2.751 -2.979
C -7.995 -3.288 -6.110
O 5.956 3.881 -0.764
H 4.857 2.308 -0.073
H 4.205 -1.389 2.627
H 1.550 2.286 2.361
H -5.196 -2.056 -1.430
O -4.913 2.016 5.791
H -6.116 1.994 3.060
O -5.665 -3.609 2.445
H 4.684 3.130 -7.840
C 7.324 3.740 -2.800
H 5.259 -2.226 3.739
O -1.140 5.332 8.850
C -7.390 -2.092 -6.817
H 7.789 1.849 -0.835
H -6.408 -1.482 0.708
C 3.443 -1.867 -7.936
C -0.188 3.164 9.412
H 4.014 1.495 -7.586
H 2.052 -2.758 -6.514
H -10.346 -1.560 -3.608
C -5.072 1.193 4.730
C -1.457 -3.552 4.668
O 4.096 -1.127 -7.011
O 2.833 1.056 0.070
O 2.633 2.618 -5.367
H 0.079 3.535 10.407
H -2.028 -3.954 1.461
F 3.348 -3.187 1.790
H 8.138 -2.423 5.804
C -5.360 -4.191 -1.070
H -0.624 -2.706 4.733
O 2.196 3.831 -7.199
H 2.696 -1.109 -5.448
H 7.671 -1.830 4.199
C 0.228 5.192 6.813
C 1.715 0.786 0.751
H 5.972 -1.251 2.425
O 0.320 -5.792 -0.297
C 6.353 -1.209 5.809
H -7.711 -2.463 1.432
C -2.876 -3.014 4.006
C 5.146 -0.063 3.983
O 4.867 -1.745 0.582
C 6.581 4.535 -1.769
```

Charge ... -1
Frontier orbital gap ... 6.11 eV
HOMO level ... -5.6 eV
DFT total energy ... -3760.6490 Eh

This record from OMol25 describes a cluster of 6 separate species, C24H38FO12P in total. The level of theory is wB97M-V/def2-TZVPD.

Geometry as XYZ:
```
76
Properties=species:S:1:pos:R:3
H -0.133 2.083 0.088
H -0.785 -3.151 5.656
O 0.935 -2.201 2.251
C 3.544 -0.785 2.808
C 1.395 1.099 -7.173
O 3.092 -0.921 -2.057
H 1.584 2.685 -5.729
C -1.109 -3.385 2.830
H 4.282 -0.541 3.579
C 4.473 0.093 0.814
H -1.033 -2.602 -1.735
P 0.299 3.272 0.713
H -1.216 5.018 1.523
O -4.190 -3.289 1.258
H 1.866 3.950 3.491
O -3.434 -1.230 0.847
C 0.071 -1.206 -0.450
O 2.824 0.409 2.454
C -4.150 -2.335 0.536
C -3.647 -0.199 -0.140
F -3.355 4.684 -0.204
C 0.806 4.074 3.297
H 3.510 -1.830 0.929
H 2.046 0.398 -7.698
H 3.134 1.961 -6.153
C -4.862 -2.130 -0.786
H 0.686 4.999 2.728
H -2.718 0.346 -0.286
O 2.949 1.999 0.893
H -4.798 -3.026 -1.396
C -2.082 -2.934 3.908
O -0.217 -0.590 -4.658
O 0.144 4.228 4.556
H -0.777 -0.998 -2.419
H 5.425 0.541 1.106
H 1.316 -3.173 -2.096
C 0.523 0.087 -5.316
C 1.026 -2.163 -2.396
H 0.164 -1.966 0.322
C -1.123 4.479 0.581
C -0.326 -1.775 -1.807
C -1.150 -2.379 4.975
O -2.820 2.739 0.694
C 1.964 -1.180 -1.734
O 0.291 0.360 -6.616
H -0.709 4.623 4.364
H -2.711 -2.135 3.515
H -4.398 0.493 0.243
H -4.713 -0.323 -2.050
H -2.734 -3.723 4.274
H 4.414 0.013 -0.268
C 0.279 2.867 2.522
H 1.725 1.170 -3.891
H -1.529 -3.281 1.833
H 0.857 1.968 2.698
H -0.764 2.702 2.796
H 5.103 -1.838 1.689
O -0.025 -1.850 4.239
H -0.913 5.172 -0.225
H 1.070 -2.068 -3.472
H 1.008 1.822 -7.887
C 3.349 0.960 1.337
H -0.756 -4.406 2.984
H -3.249 -1.297 -1.950
H -0.619 -0.439 -0.105
C -4.113 -0.940 -1.387
C 4.211 -1.238 1.519
C 2.082 1.747 -5.978
H 2.845 -1.509 3.203
C -2.470 3.842 0.383
H -5.908 -1.897 -0.581
O 1.371 -0.614 -0.664
C 0.047 -2.431 3.024
H -1.594 -1.578 5.560
C 1.828 0.721 -4.875
H 2.596 -0.054 -4.842
```

Frontier orbital gap ... 8.74 eV
SMILES ... O=C(F)CPCCO.O=C1CCCO1.O=C1CCCO1.O=C1CCCO1.O=C1CCCO1.O=C1CCCO1
HOMO level ... -8.2 eV
DFT total energy ... -2281.4679 Eh